Record 1
13
Properties=species:S:1:pos:R:3:nbo_charge:R:1 method="wB97M-V/def2-TZVPD" e_homo_ev=-13.312 charge=+1 gap_ev=7.69 de_lowest_kj_mol=142.4
C -0.20973 1.93377 -1.80007 0.17
N -0.81930 1.68926 -0.70313 -0.58
H 0.86258 1.82836 -1.87844 0.23
H -0.82635 2.37027 -2.57388 0.23
H -1.81147 1.89812 -0.72236 0.43
H -0.48998 0.91836 -0.08035 0.48
C 0.81456 -1.77987 1.88031 -0.45
C -0.08995 -1.55268 0.95479 0.10
O 0.19718 -0.77373 -0.18390 -0.76
H 0.51113 -2.32175 2.76083 0.24
H 1.84447 -1.51536 1.74223 0.21
H -1.12933 -1.84168 0.95088 0.20
H 1.14619 -0.85307 -0.34691 0.50

Record 2
13
Properties=species:S:1:pos:R:3:nbo_charge:R:1 method="wB97M-V/def2-TZVPD" e_homo_ev=-13.769 charge=+1 gap_ev=8.12 de_lowest_kj_mol=180.1
C -1.41008 2.42281 -0.45342 0.18
N -0.28081 1.99586 -0.76614 -0.56
H -2.32754 2.05862 -0.96467 0.23
H -1.53946 3.04879 0.41034 0.23
H 0.45192 2.58666 -0.55927 0.43
H -0.11398 1.05773 -1.10536 0.48
O -0.06014 -0.47840 0.35517 -0.64
C 0.41195 -1.44855 0.95054 0.48
C 1.24048 -2.50231 0.02914 -0.72
H 0.43297 -1.51988 2.13469 0.16
H 2.08149 -1.87657 -0.28648 0.24
H 0.55333 -2.78915 -0.77570 0.24
H 1.45395 -3.54160 0.51052 0.25

Record 3
13
Properties=species:S:1:pos:R:3:nbo_charge:R:1 method="wB97M-V/def2-TZVPD" e_homo_ev="-11.315 / -16.324" charge=+1 gap_ev="7.52 / 10.59" de_lowest_kj_mol=47.2 multiplicity=3
C -1.28410 -0.84911 0.04833 0.20
C 1.47675 -0.91161 -0.24580 0.36
C -2.07091 0.29503 -0.25319 -0.71
N 2.09246 0.48628 0.02631 -0.73
O 0.10254 -0.53635 0.00099 -0.61
H -1.58320 -1.80156 0.34854 0.19
H 2.09993 -1.66017 0.25913 0.19
H -2.47652 0.65206 0.63382 0.24
H -2.92291 0.05806 -0.91029 0.26
H -1.48613 0.98999 -0.80690 0.23
H 2.67469 0.36865 0.90500 0.45
H 1.35097 1.06269 0.10539 0.45
H 2.77106 0.65220 -0.75728 0.46

Record 4
14
Properties=species:S:1:pos:R:3:nbo_charge:R:1 method="wB97M-V/def2-TZVPD" e_homo_ev=-2.385 charge=-1 smiles=[O-]CNCCO gap_ev=6.05 de_lowest_kj_mol=344.5
O -0.58483 -0.31440 2.58113 -0.97
C -1.26762 0.20806 1.52926 0.11
N -0.40630 0.86601 0.51241 -0.69
C 0.09948 -0.34694 -0.16083 -0.28
C 1.02333 0.10385 -1.24547 -0.07
O 1.61732 -1.01551 -1.98291 -0.74
H -1.92171 -0.53081 0.97737 0.07
H -1.85635 1.11393 1.80424 0.07
H 0.36330 1.37022 1.04890 0.35
H -0.75956 -0.88809 -0.55289 0.17
H 0.71152 -0.86430 0.54963 0.21
H 1.73462 0.86689 -0.70064 0.17
H 0.47328 0.77943 -1.97273 0.14
H 0.77353 -1.34834 -2.38747 0.45

Record 5
14
Properties=species:S:1:pos:R:3:nbo_charge:R:1 method="wB97M-V/def2-TZVPD" e_homo_ev=-2.440 charge=-1 smiles=[O-]CNCCO gap_ev=6.23 de_lowest_kj_mol=282.5
O -1.14445 0.01762 -2.00816 -0.91
C -1.48725 -0.54764 -0.88981 0.16
N -1.21152 0.27631 0.37393 -0.69
C 0.15021 0.30249 0.86305 -0.23
C 1.15436 0.34939 -0.28171 -0.07
O 2.46184 0.69738 0.22077 -0.75
H -0.97043 -1.54241 -0.68681 0.02
H -2.58088 -0.75953 -0.75216 0.05
H -1.89529 0.04739 1.08082 0.33
H 0.31839 1.19409 1.45785 0.17
H 0.39140 -0.57375 1.50409 0.12
H 1.19421 -0.62202 -0.75984 0.17
H 0.89908 1.12289 -0.99196 0.21
H 2.72033 0.03777 0.86994 0.44

Record 6
14
Properties=species:S:1:pos:R:3:nbo_charge:R:1 method="wB97M-V/def2-TZVPD" e_homo_ev=-2.540 charge=-1 smiles=[O-]CNCCO gap_ev=6.21 de_lowest_kj_mol=301.2
O -1.56117 -1.38755 -0.78428 -0.95
C -1.27179 -0.20051 -1.29129 0.13
N -1.14708 0.87937 -0.20419 -0.68
C 0.28577 0.89309 0.26905 -0.24
C 0.87007 -0.49224 0.62941 -0.13
O 2.22846 -0.29123 1.08586 -0.75
H -0.34720 -0.11905 -1.90986 0.06
H -2.05138 0.21621 -1.98006 0.07
H -1.53276 0.56969 0.68342 0.33
H 0.39497 1.64988 1.05612 0.16
H 0.95640 1.22811 -0.53888 0.16
H 0.66056 -1.12372 -0.24798 0.22
H 0.21288 -0.95671 1.37325 0.16
H 2.30227 -0.86535 1.85943 0.46

Record 7
14
Properties=species:S:1:pos:R:3:nbo_charge:R:1 method="wB97M-V/def2-TZVPD" e_homo_ev=-2.469 charge=-1 smiles=N[C@@H](C[O-])CO gap_ev=6.53 de_lowest_kj_mol=342.7
N -0.71608 -1.33767 -0.58161 -0.89
C 0.16421 -0.34000 0.10434 -0.15
C 1.25760 0.26655 -0.81762 -0.02
O 2.14446 1.03693 -0.06677 -0.96
C -0.49029 0.78908 0.84547 -0.08
O -1.25135 0.33291 2.03841 -0.75
H -0.13183 -2.16506 -0.95851 0.37
H -1.20432 -0.71566 -1.25905 0.35
H 0.86227 -0.82074 0.73475 0.19
H 1.51804 -0.65653 -1.52568 0.05
H 0.68880 0.95634 -1.48155 0.07
H 0.24548 1.56140 1.25264 0.24
H -1.13803 1.22305 0.04759 0.13
H -1.94896 -0.13059 1.66760 0.45

Record 8
14
Properties=species:S:1:pos:R:3:nbo_charge:R:1 method="wB97M-V/def2-TZVPD" e_homo_ev=-15.056 charge=+1 gap_ev=10.13 de_lowest_kj_mol=233.0
O 0.11358 0.19724 1.55715 -0.57
C 0.72895 -0.78549 1.84607 0.66
O 0.79101 -1.83762 0.94185 -0.71
H 1.34171 -1.00293 2.70425 0.13
H 1.30088 -2.56138 1.38971 0.50
C -1.29832 1.98259 -1.39775 -0.38
C -0.17067 -0.35564 -1.68069 0.10
N -0.18278 0.82244 -1.11902 -0.41
H -0.93282 2.96056 -1.25128 0.24
H -1.72095 1.76609 -2.44769 0.24
H -1.96503 1.69003 -0.56439 0.25
H -0.72435 -0.43925 -2.69320 0.24
H 0.54976 -1.17471 -1.31667 0.27
H 0.63379 1.07879 -0.58538 0.45

Record 9
14
Properties=species:S:1:pos:R:3:nbo_charge:R:1 method="wB97M-V/def2-TZVPD" e_homo_ev=-15.048 charge=+1 gap_ev=10.33 de_lowest_kj_mol=127.5
O 1.08978 -0.90894 1.22446 -0.61
C 1.76896 -1.77919 0.77397 0.66
O 2.06533 -1.78189 -0.53144 -0.68
H 2.08738 -2.61865 1.39091 0.14
H 2.76850 -2.43560 -0.67908 0.51
C -1.89796 1.56248 0.35942 -0.44
C -0.36688 0.45073 -1.14507 0.13
N -0.59977 0.99784 -0.02918 -0.37
H -1.92582 2.63498 0.19527 0.25
H -2.67294 1.11311 -0.25533 0.23
H -2.08204 1.23740 1.37945 0.25
H -1.00282 0.50736 -2.01942 0.23
H 0.60824 0.00884 -1.30994 0.24
H 0.16005 1.01152 0.64598 0.47

Record 10
15
Properties=species:S:1:pos:R:3:nbo_charge:R:1 method="wB97M-V/def2-TZVPD" e_homo_ev=-13.021 charge=+1 smiles="OC(O)=[NH+]CCS" gap_ev=9.53 de_lowest_kj_mol=38.7
O -0.62373 1.74406 2.60774 -0.60
C -0.84320 1.08298 1.52093 0.94
O -1.95821 0.43197 1.42623 -0.61
N 0.08270 1.12086 0.59507 -0.54
C 0.03949 0.54437 -0.74479 -0.25
C 0.67625 -0.85672 -0.89222 -0.53
S 1.47324 -1.46862 0.66427 -0.05
H -1.32715 1.65777 3.27835 0.54
H -2.06797 -0.14239 0.65179 0.54
H 0.92497 1.62988 0.84310 0.45
H 0.56756 1.24872 -1.39056 0.25
H -0.99696 0.50788 -1.08560 0.22
H -0.07468 -1.59481 -1.17211 0.23
H 1.44634 -0.83715 -1.66095 0.24
H 1.64899 -2.70617 0.22788 0.16

Record 11
15
Properties=species:S:1:pos:R:3:nbo_charge:R:1 method="wB97M-V/def2-TZVPD" e_homo_ev=-12.874 charge=+1 smiles="OC(O)=[NH+]CCS" gap_ev=9.12 de_lowest_kj_mol=137.4
O -1.22733 1.16757 2.30996 -0.61
C -0.88133 1.00305 1.05082 0.92
O -0.67560 2.06816 0.41008 -0.59
N -0.76024 -0.24159 0.69590 -0.54
C -0.29846 -0.68975 -0.58331 -0.28
C 1.16047 -0.41499 -0.74209 -0.56
S 1.85329 -1.53434 -2.08753 0.02
H -1.08138 2.19090 2.52456 0.54
H -0.48291 1.89041 -0.55419 0.54
H -1.24220 -0.77054 1.38830 0.45
H -0.80739 -0.16906 -1.32600 0.21
H -0.46916 -1.85091 -0.69960 0.27
H 1.38139 0.58658 -1.18685 0.22
H 1.94948 -0.66003 0.10045 0.27
H 1.58137 -2.57546 -1.30050 0.11

Record 12
15
Properties=species:S:1:pos:R:3:nbo_charge:R:1 method="wB97M-V/def2-TZVPD" e_homo_ev=-4.616 charge=-1 gap_ev=8.80 de_lowest_kj_mol=94.7
O -0.32248 1.20224 1.72710 -0.80
C 0.10873 0.12806 2.25442 0.65
O 0.43465 -0.95872 1.70736 -0.78
H 0.19423 0.15439 3.38687 0.02
C 0.68386 -1.54771 -2.00403 -0.41
N -0.25559 -0.81399 -1.14660 -0.68
C 0.08798 0.60813 -1.21862 0.10
O -0.94971 1.46141 -0.79035 -0.78
H 0.68980 -1.09629 -3.00218 0.17
H 0.37717 -2.63261 -2.08767 0.18
H 1.71991 -1.56149 -1.64784 0.15
H -0.18670 -1.10594 -0.16159 0.41
H 1.05438 0.79025 -0.64470 0.12
H 0.28942 0.88327 -2.27815 0.13
H -0.84390 1.44250 0.21119 0.51

Record 13
15
Properties=species:S:1:pos:R:3:nbo_charge:R:1 method="wB97M-V/def2-TZVPD" e_homo_ev=-2.314 charge=-1 gap_ev=6.46 de_lowest_kj_mol=811.5
C 0.43986 1.00832 -0.02786 -0.63
C 0.36634 -0.38702 -0.45990 -0.42
C -0.69838 -1.08353 0.50292 -0.29
N -1.48898 -0.02255 1.16857 0.10
O -2.62082 -0.27599 1.57712 -0.42
O -3.63677 -0.17558 -0.76825 -0.54
O -2.36711 0.29685 -1.14546 -0.65
H 0.50753 1.07640 1.13315 0.19
H 1.18970 1.52616 -0.64478 0.18
H -0.55928 1.46420 -0.17509 0.27
H 1.29859 -0.92464 -0.36688 0.17
H -0.08791 -0.28660 -1.37443 0.24
H -1.28209 -1.84427 -0.01137 0.21
H -0.14525 -1.57286 1.40672 0.16
H -3.46126 -0.19172 0.15702 0.42

Record 14
15
Properties=species:S:1:pos:R:3:nbo_charge:R:1 method="wB97M-V/def2-TZVPD" e_homo_ev=-3.780 charge=-1 gap_ev=7.06 de_lowest_kj_mol=423.5
O -0.45859 -1.81007 -0.76503 -0.63
C 0.38312 -0.96293 -0.98193 0.56
N 0.49755 0.27646 -0.47427 -0.52
C -0.49561 0.61864 0.56666 0.08
O -0.54163 1.95263 0.84228 -0.79
C 1.65536 -1.30044 -1.79955 -0.70
H 1.05114 -0.54744 0.08095 0.40
H -1.53074 0.25288 0.45988 0.17
H -0.19680 -0.03950 1.42608 0.09
H 1.69206 -0.69430 -2.70755 0.22
H 1.68522 -2.34548 -2.08513 0.22
H 2.51827 -0.94733 -1.23822 0.21
H -1.40928 2.06346 1.48675 0.51
H -2.34086 1.30965 2.79220 0.40
O -2.50924 2.17377 2.39688 -1.22

Record 15
16
Properties=species:S:1:pos:R:3:nbo_charge:R:1 method="wB97M-V/def2-TZVPD" e_homo_ev="-8.753 / -8.752" gap_ev="8.16 / 8.16" de_lowest_kj_mol=390.7
C -0.65940 1.34740 1.03465 -0.47
C -0.68303 -1.37111 -2.14116 -0.43
C -0.15373 -0.84467 0.25294 0.09
N -0.05301 -0.42938 -1.22114 -0.68
O 1.89672 0.65331 2.33104 -0.96
O -1.02076 -0.02218 0.93667 -0.50
O 1.81591 2.82995 1.22309 -1.02
P 0.85113 1.79126 1.68306 1.89
H -1.52593 1.95732 1.07768 0.24
H -0.00468 -2.12358 -2.64191 0.20
H -1.57852 -1.78186 -1.54905 0.17
H -1.34803 -0.87211 -2.91563 0.21
H 0.79758 -1.00787 0.70022 0.18
H -0.69384 -1.83305 0.24588 0.18
H 2.74076 1.14140 2.28263 0.52
H -0.38118 0.56515 -1.29897 0.38

Record 16
17
Properties=species:S:1:pos:R:3:nbo_charge:R:1 method="wB97M-V/def2-TZVPD" e_homo_ev=1.442 charge=-2 gap_ev=4.76 de_lowest_kj_mol=78.8
C 1.28858 0.67794 1.00077 -0.69
C 0.85673 -1.74878 0.68526 -0.65
C 0.26707 -0.36758 0.62456 -0.07
N -0.37804 -0.13076 -1.21631 -1.03
O -1.59586 2.09672 -0.63008 -1.05
O -2.69995 -0.22758 -0.00144 -1.21
O -2.37536 0.51555 -2.47107 -1.19
P -1.91249 0.48509 -1.10370 2.46
S 0.76972 0.72273 -2.03926 -0.49
H 0.81925 1.66447 1.09132 0.23
H 1.67430 0.31296 1.94684 0.17
H 2.07374 0.52978 0.21002 0.23
H 1.78485 -1.78249 0.18885 0.19
H 0.10561 -2.43827 0.23233 0.22
H 1.01459 -2.20003 1.67867 0.16
H -0.80642 -0.34861 0.99345 0.25
H -0.88631 2.23885 -1.19020 0.47

Record 17
16
Properties=species:S:1:pos:R:3:nbo_charge:R:1 method="wB97M-V/def2-TZVPD" e_homo_ev=-4.406 charge=-1 gap_ev=8.21 de_lowest_kj_mol=65.5
C -0.48227 0.49609 0.98437 -0.25
C -1.17837 0.68909 -0.37180 -0.07
O -0.46508 0.34470 -1.54219 -0.79
N 0.90085 0.91141 1.34648 -0.70
C 2.10582 0.33119 0.73879 0.86
O 3.13133 0.60815 1.32526 -0.74
O 1.97049 -0.43096 -0.26120 -0.83
H -0.58818 -0.49877 1.39399 0.18
H -1.05550 1.09616 1.66775 0.18
H -2.05542 0.05541 -0.41496 0.17
H -1.49708 1.74028 -0.45573 0.13
H 0.47968 0.18546 -1.25508 0.51
H 0.92866 1.90892 1.28601 0.35
H -0.50868 -1.88850 -1.87423 0.49
H -0.61111 -2.91967 -0.88648 0.46
O -1.07514 -2.62898 -1.68098 -0.96